No. 1
{
  "formula": "C3H8BrNO3STl",
  "method": "wB97M-V/def2-TZVPD",
  "energy_ev": -96402.225,
  "charge": 3,
  "homo_ha": -0.7884,
  "mol_weight_g_mol": 422.46,
  "species": ["C", "C", "Br", "C", "O", "S", "O", "O", "N", "H", "H", "H", "H", "H", "H", "H", "H", "Tl"],
  "positions_angstrom": [[-1.94237, 1.13513, 0.30622], [-0.45142, 1.39497, 0.65965], [-0.39957, 2.90665, 1.80130], [0.29527, 0.18343, 1.35959], [-0.19284, -1.11621, 0.97191], [-0.00830, -1.58560, -0.50477], [-0.85866, -2.66630, -0.67403], [1.71012, -2.12290, -0.76140], [2.62750, -1.48556, -1.42060], [-2.51810, 2.04461, 0.23523], [-2.36952, 0.48984, 1.06459], [-2.09864, 0.62020, -0.68772], [0.10978, 1.65741, -0.23846], [0.20013, 0.25973, 2.43160], [1.35548, 0.26200, 1.13698], [2.36409, -1.10085, -2.33251], [3.14090, -0.81180, -0.84136], [-0.96387, -0.06474, -2.50623]],
  "atomic_forces_ev_per_a": [[0.6, -0.7, 0.2], [-1.1, -0.4, -0.4], [0.3, 0.1, 0.1], [0.5, 1.4, 0.4], [0.2, 0.2, -1.2], [-0.8, 0.7, 3.6], [-0.8, -1.6, -1.0], [3.0, -0.1, -1.6], [-2.0, 0.8, 1.8], [-0.1, 0.3, 0.0], [-0.4, -0.1, 0.1], [0.0, 0.3, 0.8], [0.4, 0.2, 0.0], [-0.3, -0.5, 0.3], [0.2, -0.1, -0.1], [0.5, -1.0, -0.7], [0.9, -0.5, 0.2], [-1.0, 1.0, -2.3]]
}

***

No. 2
{
  "formula": "C3H11Br2InOP",
  "method": "wB97M-V/def2-TZVPD",
  "energy_ev": -159880.971,
  "charge": -1,
  "homo_ha": -0.0979,
  "mol_weight_g_mol": 368.72,
  "species": ["C", "P", "O", "In", "H", "H", "H", "H", "H", "H", "H", "Br", "C", "C", "Br", "H", "H", "H", "H"],
  "positions_angstrom": [[3.33762, -1.73880, 1.62505], [2.21103, -0.21226, 1.88904], [2.56843, 0.97451, 0.67431], [-0.15406, -1.14835, 1.61613], [4.31729, -1.33017, 1.26017], [3.40125, -2.28066, 2.59994], [2.93406, -2.41122, 0.81307], [2.70053, 1.78413, 1.18388], [-0.73024, -1.19121, -0.07955], [-0.05834, -2.86077, 2.23228], [-1.22709, -0.13204, 2.64255], [-3.93160, 2.89041, -1.55722], [-2.32771, 2.05344, -2.28384], [-2.36582, 0.55286, -2.11956], [-1.95741, 0.00108, -0.26740], [-1.47649, 2.51540, -1.78720], [-2.31981, 2.33009, -3.34053], [-1.58882, 0.08265, -2.72506], [-3.33279, 0.12091, -2.37606]],
  "atomic_forces_ev_per_a": [[-0.3, 0.6, -1.4], [0.3, 0.0, 1.1], [-0.1, -0.6, 0.1], [1.1, -1.4, 1.1], [-0.6, -0.6, 0.6], [0.1, 0.5, -0.8], [0.4, 0.5, 0.9], [0.1, -0.3, -0.2], [2.8, -2.6, 1.7], [0.1, 0.4, 0.1], [0.2, -0.2, -0.2], [0.1, 0.1, 0.0], [-0.1, -0.1, -0.5], [-0.9, 0.8, 0.2], [-3.3, 2.8, -2.7], [-0.1, -0.1, 0.0], [0.0, 0.1, 0.1], [0.1, 0.1, 0.2], [0.1, 0.2, -0.2]]
}

***

No. 3
{
  "formula": "C6H10O",
  "method": "wB97M-V/def2-TZVPD",
  "energy_ev": -8430.511,
  "homo_ha": -0.3570,
  "smiles": "C[C@H]1C[C@H]1CC=O",
  "mol_weight_g_mol": 98.14,
  "de_lowest_ev": 0.729,
  "species": ["C", "C", "C", "C", "C", "C", "O", "H", "H", "H", "H", "H", "H", "H", "H", "H", "H"],
  "positions_angstrom": [[1.76706, 1.06738, -0.05575], [1.21210, -0.20435, -0.66218], [0.79094, -1.34392, 0.21925], [-0.25327, -0.56448, -0.54130], [-1.18548, 0.39000, 0.17726], [-2.60856, -0.04896, 0.43579], [-3.10519, -1.10297, 0.12356], [2.84525, 0.97943, 0.11864], [1.30385, 1.29000, 0.91121], [1.60215, 1.93112, -0.71044], [1.69054, -0.48620, -1.59933], [1.02139, -2.35788, -0.09640], [0.85926, -1.19158, 1.29516], [-0.69087, -1.07684, -1.39585], [-1.26592, 1.35651, -0.34715], [-0.77025, 0.63733, 1.16149], [-3.21300, 0.72540, 0.96605]],
  "atomic_forces_ev_per_a": [[0.0, 0.0, 0.0], [0.1, 0.1, -0.1], [0.0, -0.1, 0.1], [-0.1, 0.0, -0.1], [0.1, -0.1, 0.0], [0.0, -0.3, -0.1], [0.3, 0.4, 0.1], [-0.2, 0.0, -0.1], [0.1, 0.0, -0.1], [0.0, -0.1, 0.1], [-0.1, 0.0, 0.1], [-0.1, 0.2, 0.0], [-0.1, 0.0, -0.2], [0.0, 0.1, 0.2], [0.0, -0.1, 0.0], [-0.1, 0.1, 0.0], [0.1, -0.2, -0.1]]
}

***

| no. | gap between HOMO and LUMO (Ha) |
| --- | --- |
| 1 | 0.1141 |
| 2 | 0.1943 |
| 3 | 0.3939 |